No. 1
Computed, not measured: a cluster of 2 separate species, C3H5NO2 in total, with ωB97M-V with the def2-TZVPD basis set.

Geometry as XYZ:
```
11
Properties=species:S:1:pos:R:3:forces:R:3:nbo_charge:R:1
H 1.54800 -2.02786 1.57936 0.114 -0.067 -0.149 0.3709
N 0.75281 -1.41567 1.42826 0.220 0.056 -0.348 -0.6728
C 0.72702 -0.86426 0.31042 -0.204 -0.083 0.575 0.5337
O 1.35286 -0.73649 -0.88168 -0.169 0.042 -0.066 -0.4604
C 0.08752 0.01017 -0.60016 0.246 0.095 -0.182 0.3763
C -0.33753 1.28751 -1.11315 0.124 0.206 -0.024 -0.1170
O -0.99722 0.01560 -1.40545 0.101 -0.242 -0.159 -0.4292
H -0.94288 1.99813 -0.55201 0.232 -0.254 0.066 0.2078
H 0.25331 1.68235 -1.93536 -0.171 0.018 -0.005 0.2033
H -0.99274 -0.21622 1.75176 -0.299 0.177 0.126 0.0387
H -1.45114 0.26673 1.41801 -0.193 0.051 0.166 -0.0512
```
Positions in Å, forces in eV/Å.

**Calculated total energy**: -8772.81156 eV
**HOMO-LUMO gap**: 11.7 eV
**Highest occupied orbital energy**: -10.7 eV

***

No. 2
Computed, not measured: a structure of composition C3H5NO2 at a distorted geometry, with ωB97M-V with the def2-TZVPD basis set.

Geometry as XYZ:
```
11
Properties=species:S:1:pos:R:3:forces:R:3:nbo_charge:R:1
N -1.78357 -0.37726 -0.19751 -0.132 -0.261 -0.126 -0.7760
C -0.70383 0.35138 0.09165 -0.461 1.022 -0.462 0.6515
O -0.71817 1.60463 0.13587 -1.213 -0.317 -0.369 -0.6486
C 0.63316 -0.17305 0.42276 0.118 1.476 0.750 -0.6790
C 1.62093 -0.08402 -0.68093 0.182 0.000 -0.240 0.4211
O 2.62080 -0.75580 -0.78509 -0.410 0.130 0.179 -0.5359
H -1.71418 -1.36736 -0.34720 0.027 -0.008 0.045 0.4048
H -2.67605 0.06702 -0.35369 0.205 0.068 0.026 0.4143
H 0.71359 -1.10199 1.00256 0.065 0.563 0.105 0.2453
H 0.57264 1.13734 0.81594 1.592 -2.667 0.137 0.3893
H 1.40017 0.71857 -1.41197 0.026 -0.006 -0.044 0.1130
```
Positions in Å, forces in eV/Å.

**Calculated total energy**: -8775.32411 eV
**HOMO-LUMO gap**: 10.1 eV
**Highest occupied orbital energy**: -9.6 eV

***

- The lowest calculated total energy belongs to which entry?
  number 2

***

- Among the records above, which one has the highest HOMO-LUMO gap?
  number 1